No. 1
Computed, not measured: a molecular structure, C5H8O, with wB97M-V/def2-TZVPD.

Output
HOMO-LUMO gap (spin up / spin down) = 7.5 / 7.5 eV
highest occupied orbital energy (spin up / spin down) = -6.977 / -6.978 eV

Each line ends with the natural charge from an NBO analysis.
Geometry (Å):
1 C 1.8682 -0.0069 -0.6186  -0.69
2 C 0.4556 -0.3794 -0.3186  0.06
3 C -0.6229 0.6131 -0.7388  -0.50
4 C -1.1705 0.4091 0.6467  0.02
5 C -1.2094 -1.0214 0.9413  -0.07
6 O 0.1211 0.1306 1.2575  -0.49
7 H 2.0817 1.0377 -0.3233  0.19
8 H 2.0382 -0.0919 -1.7026  0.23
9 H 2.5870 -0.6644 -0.1183  0.22
10 H -0.2804 1.6523 -0.8865  0.19
11 H -1.2802 0.3142 -1.5633  0.21
12 H -1.8043 1.1177 1.1786  0.21
13 H -1.4069 -1.2714 1.9837  0.20
14 H -1.3370 -1.8263 0.2278  0.23


No. 2
Computed, not measured: C5H8O in the gas phase, with wB97M-V/def2-TZVPD.

Output
HOMO-LUMO gap = 10.6 eV
highest occupied orbital energy = -9.672 eV

Each line ends with the natural charge from an NBO analysis.
Geometry (Å):
1 C 1.0822 1.6188 -0.4898  -0.40
2 C 0.9123 0.3241 -0.7341  -0.16
3 C -0.2439 -0.5158 -0.2577  -0.38
4 C -1.3299 0.2327 0.5143  -0.61
5 C 0.2627 -1.7057 0.5456  0.46
6 O 1.3988 -2.1103 0.5385  -0.51
7 H 0.3718 2.2041 0.0892  0.19
8 H 1.9591 2.1449 -0.8563  0.21
9 H 1.6662 -0.2173 -1.3023  0.22
10 H -0.7205 -0.9768 -1.1411  0.24
11 H -0.9154 0.7410 1.3915  0.21
12 H -1.8101 0.9832 -0.1205  0.22
13 H -2.1053 -0.4602 0.8599  0.22
14 H -0.5163 -2.2185 1.1540  0.10


No. 3
Computed, not measured: C5H8O in the gas phase, with wB97M-V/def2-TZVPD.

Output
HOMO-LUMO gap = 10.7 eV
highest occupied orbital energy = -9.606 eV

Each line ends with the natural charge from an NBO analysis.
Geometry (Å):
1 C 0.0385 1.6009 1.5994  -0.64
2 C -0.2331 0.6076 0.5091  -0.18
3 C 0.6739 0.2042 -0.3728  -0.19
4 C 0.5432 -1.0909 -1.1419  -0.55
5 C -0.9068 -1.4956 -1.2156  0.45
6 O -1.3832 -2.4432 -0.6363  -0.52
7 H -0.3625 1.1880 2.5343  0.22
8 H 1.1227 1.7082 1.7101  0.21
9 H -0.4212 2.5830 1.4452  0.22
10 H -1.1989 0.0980 0.5563  0.20
11 H 1.6250 0.7371 -0.4661  0.20
12 H 0.9702 -1.0405 -2.1516  0.23
13 H 1.0826 -1.8619 -0.5789  0.24
14 H -1.5503 -0.7949 -1.7910  0.11


No. 4
Computed, not measured: C5H8O in the gas phase, with wB97M-V/def2-TZVPD.

Output
HOMO-LUMO gap = 8.9 eV
highest occupied orbital energy = -8.360 eV

Each line ends with the natural charge from an NBO analysis.
Geometry (Å):
1 O -1.0219 1.8429 -0.1911  -0.70
2 C -0.7045 0.6472 0.4916  0.09
3 C -1.0726 -0.6846 -0.2411  -0.48
4 C 0.2888 -1.3523 -0.3637  -0.11
5 C 1.2272 -0.4253 -0.5592  -0.27
6 C 0.8273 0.5172 0.5503  -0.45
7 H -0.4757 1.8249 -0.9880  0.46
8 H -1.2447 0.7273 1.4472  0.19
9 H -1.4054 -0.4726 -1.2722  0.23
10 H -1.8644 -1.2724 0.2263  0.22
11 H 0.5680 -2.3460 -0.0633  0.21
12 H 2.2935 -0.5350 -0.7331  0.20
13 H 1.3431 1.3760 0.1833  0.21
14 H 1.2415 0.1527 1.5130  0.20


No. 5
Computed, not measured: a molecular structure, C5H8O, with wB97M-V/def2-TZVPD.

Output
HOMO-LUMO gap = 9.6 eV
highest occupied orbital energy = -8.785 eV

Each line ends with the natural charge from an NBO analysis.
Geometry (Å):
1 C -1.5027 0.9327 -0.1850  -0.65
2 C -0.0713 0.5448 0.2505  -0.12
3 C 0.7542 -0.0628 -0.8680  -0.55
4 C 1.2948 -1.2243 -0.0578  0.53
5 O 2.2704 -1.9160 -0.2671  -0.57
6 C 0.4412 -1.1261 1.1158  -0.54
7 H -2.0659 0.1077 -0.6411  0.22
8 H -2.1263 1.3887 0.5913  0.22
9 H -1.3855 1.6908 -0.9800  0.24
10 H 0.3850 1.3264 0.8442  0.22
11 H 1.5406 0.6130 -1.2034  0.25
12 H 0.1624 -0.4044 -1.7206  0.23
13 H 0.8773 -1.1663 2.1141  0.23
14 H -0.5740 -0.7042 1.0071  0.28


No. 6
Computed, not measured: C5H8O in the gas phase, with wB97M-V/def2-TZVPD.

Output
HOMO-LUMO gap = 10.4 eV
highest occupied orbital energy = -9.346 eV

Each line ends with the natural charge from an NBO analysis.
Geometry (Å):
1 O -0.5609 1.2166 -1.8450  -0.70
2 C -0.0371 0.3044 -0.9148  0.07
3 C -0.9763 -0.7219 -0.3132  -0.23
4 C -0.5091 -1.0779 0.8833  -0.17
5 C 0.7569 -0.2975 1.1666  -0.44
6 C 0.5338 0.9697 0.3329  -0.39
7 H -1.1634 0.7385 -2.4267  0.47
8 H 0.8226 -0.2713 -1.3355  0.15
9 H -1.8103 -1.1685 -0.8495  0.21
10 H -0.8918 -1.8712 1.5177  0.21
11 H 1.5799 -0.8283 0.6508  0.20
12 H 1.0267 -0.1608 2.2157  0.22
13 H 1.4467 1.5382 0.1336  0.21
14 H -0.2178 1.6299 0.7841  0.21


No. 7
Computed, not measured: a molecular structure, C5H8O, with wB97M-V/def2-TZVPD.

Output
HOMO-LUMO gap = 9.2 eV
highest occupied orbital energy = -8.269 eV

Each line ends with the natural charge from an NBO analysis.
Geometry (Å):
1 C 1.5730 -0.2220 0.4088  -0.63
2 C 0.6197 0.6657 -0.3482  -0.26
3 C -0.6844 0.1694 -0.8482  -0.36
4 C -1.3410 -0.8632 0.0574  -0.07
5 O -1.6004 0.1653 1.0405  -0.52
6 C -1.1729 1.1898 0.2018  0.11
7 H 1.0773 -0.6351 1.2918  0.22
8 H 2.4511 0.3380 0.7415  0.22
9 H 1.9345 -1.0582 -0.2117  0.22
10 H 1.0782 1.3412 -1.0774  0.23
11 H -0.9132 0.2378 -1.9061  0.22
12 H -0.7106 -1.6544 0.4851  0.18
13 H -2.2550 -1.2984 -0.3690  0.19
14 H 0.0304 1.6196 0.5165  0.25


No. 8
Computed, not measured: C5H8O in the gas phase, with wB97M-V/def2-TZVPD.

Output
HOMO-LUMO gap (spin up / spin down) = 8.8 / 8.8 eV
highest occupied orbital energy (spin up / spin down) = -8.316 / -8.315 eV

Each line ends with the natural charge from an NBO analysis.
Geometry (Å):
1 C -1.3637 1.0614 -0.0124  -0.70
2 C -0.4998 0.1677 -0.8169  0.02
3 C 0.9618 0.3488 -0.6814  -0.52
4 C 1.1346 -0.7315 0.4592  0.04
5 O 0.3672 -0.5757 1.6139  -0.50
6 C -0.0869 -1.5243 0.6007  -0.08
7 H -1.1323 0.7504 1.0163  0.27
8 H -2.4200 0.9106 -0.2279  0.22
9 H -1.1174 2.1325 -0.0737  0.22
10 H -0.8814 -0.3720 -1.6659  0.21
11 H 1.3052 1.3234 -0.3063  0.22
12 H 1.5496 0.0252 -1.5537  0.22
13 H 2.1735 -0.9652 0.5987  0.17
14 H 0.0096 -2.5512 1.0495  0.20


No. 9
Computed, not measured: C5H8O in the gas phase, with wB97M-V/def2-TZVPD.

Output
HOMO-LUMO gap = 11.1 eV
highest occupied orbital energy = -10.028 eV

Each line ends with the natural charge from an NBO analysis.
Geometry (Å):
1 C -0.7900 0.8649 0.7224  -0.04
2 O -1.4485 0.3973 -0.4050  -0.51
3 C -0.9487 -0.8962 -0.4358  -0.04
4 C 0.5555 -0.7631 -0.3156  -0.27
5 C 1.2578 0.4485 -0.8546  -0.42
6 C 0.6706 0.5154 0.5246  -0.27
7 H -1.1019 1.8952 0.9501  0.21
8 H -1.1507 -0.1108 1.5356  0.12
9 H -1.4066 -1.4633 -1.2598  0.21
10 H -1.2495 -1.2158 0.8096  0.12
11 H 1.1057 -1.6764 -0.1204  0.22
12 H 0.8486 1.0248 -1.6771  0.22
13 H 2.3450 0.3567 -0.8654  0.22
14 H 1.3126 0.6227 1.3915  0.22


No. 10
Computed, not measured: C5H8O in the gas phase, with wB97M-V/def2-TZVPD.

Output
HOMO-LUMO gap = 9.4 eV
highest occupied orbital energy = -8.644 eV

Each line ends with the natural charge from an NBO analysis.
Geometry (Å):
1 C 0.2673 -2.0580 0.1191  -0.38
2 C 1.2644 -1.1672 0.2301  -0.22
3 C 1.2823 0.2914 0.0286  -0.27
4 C 0.2555 1.1090 -0.2525  -0.17
5 C -1.1702 0.7054 -0.1509  -0.11
6 O -2.1997 1.5814 -0.5209  -0.70
7 H -0.7494 -1.8301 -0.1755  0.19
8 H 0.4607 -3.1067 0.3253  0.20
9 H 2.2313 -1.5771 0.5218  0.20
10 H 2.2490 0.7652 0.1749  0.21
11 H 0.3968 2.1867 -0.2850  0.20
12 H -1.4246 -0.2390 -0.6530  0.20
13 H -0.9891 0.7007 0.9704  0.19
14 H -2.0093 2.4566 -0.1651  0.46


No. 11
Computed, not measured: C5H8O in the gas phase, with wB97M-V/def2-TZVPD.

Output
HOMO-LUMO gap = 10.7 eV
highest occupied orbital energy = -9.570 eV

Each line ends with the natural charge from an NBO analysis.
Geometry (Å):
1 C 1.2396 0.7039 0.4274  -0.07
2 O 0.3633 1.6452 -0.1901  -0.53
3 C -0.8499 0.9971 -0.5994  -0.07
4 C -0.9570 -0.3022 0.1885  -0.26
5 C -0.1150 -1.3977 -0.4199  -0.41
6 C 0.4326 -0.5461 0.6856  -0.25
7 H 2.1292 0.5039 -0.1914  0.17
8 H 1.5887 1.1103 1.3861  0.18
9 H -0.7697 0.8142 -1.6791  0.17
10 H -1.7332 1.6357 -0.4511  0.19
11 H -1.8096 -0.4573 0.8456  0.23
12 H 0.1672 -1.2136 -1.4549  0.21
13 H -0.2440 -2.4521 -0.1889  0.22
14 H 0.5578 -1.0412 1.6414  0.22


No. 12
Computed, not measured: C5H8O in the gas phase, with wB97M-V/def2-TZVPD.

Output
HOMO-LUMO gap = 11.1 eV
highest occupied orbital energy = -10.159 eV

Each line ends with the natural charge from an NBO analysis.
Geometry (Å):
1 C -1.8135 1.0490 -1.4340  -0.24
2 C -0.8521 0.6701 -0.8116  -0.03
3 C -0.0109 -0.0910 0.1448  0.17
4 C 1.0522 -0.9498 -0.5492  -0.62
5 C 0.5909 0.8013 1.2280  -0.61
6 O -0.9226 -0.9560 0.8257  -0.70
7 H -2.7089 1.3485 -1.9287  0.24
8 H 0.6208 -1.4788 -1.4060  0.21
9 H 1.9117 -0.3682 -0.8987  0.22
10 H 1.3934 -1.6921 0.1792  0.22
11 H -0.1565 1.5063 1.6010  0.22
12 H 1.4550 1.3624 0.8599  0.21
13 H 0.9077 0.1594 2.0551  0.22
14 H -1.4669 -1.3609 0.1346  0.47


No. 13
Computed, not measured: 2 unconnected molecules or ions with the total composition C5H8O, with wB97M-V/def2-TZVPD.

Output
HOMO-LUMO gap (spin up / spin down) = 6.3 / 7.6 eV
highest occupied orbital energy (spin up / spin down) = -5.354 / -9.780 eV
<S²> = 2.01
2S+1 = 3

Each line ends with the Mulliken spin population.
Geometry (Å):
1 C -1.8861 -0.0236 3.7083  0.96
2 C -1.3826 -0.2140 2.4874  0.72
3 C 1.7843 0.6803 -2.9371  0.00
4 C -1.0426 -0.4801 1.2978  0.08
5 C 1.0584 -0.4025 -2.1471  -0.01
6 O 1.4111 -1.5319 -2.1599  0.00
7 H -2.2304 1.0089 4.1509  0.02
8 H 1.0786 1.3654 -3.4221  0.00
9 H 2.4606 0.1590 -3.5700  0.00
10 H 2.1219 1.3512 -2.0906  0.00
11 H -0.0029 -0.4296 1.0040  0.07
12 H -1.8225 -0.6134 0.4533  0.12
13 H 0.3048 -0.0795 -1.3032  0.01
14 H -1.8526 -0.7900 4.5281  0.03


No. 14
Computed, not measured: 2 unconnected molecules or ions with the total composition C5H8O, with wB97M-V/def2-TZVPD.

Output
HOMO-LUMO gap (spin up / spin down) = 5.3 / 9.0 eV
highest occupied orbital energy (spin up / spin down) = -4.454 / -10.666 eV
<S²> = 2.01
2S+1 = 3

Each line ends with the Mulliken spin population.
Geometry (Å):
1 C -2.9276 -0.1039 0.2461  -0.01
2 C -2.1384 -0.9768 -0.0012  0.03
3 C 1.2603 -0.6588 1.1808  0.99
4 C 1.0847 -0.2055 -0.0402  0.72
5 C 0.8038 1.2536 -0.3206  0.02
6 O 1.1938 -0.9118 -1.2364  0.13
7 H -3.6718 0.6952 0.5521  0.00
8 H -1.5380 -1.6987 -0.2557  0.01
9 H 1.0609 -0.1988 2.1506  0.03
10 H 1.2994 -1.7530 1.2933  0.02
11 H 0.3456 1.2849 -1.3072  0.03
12 H 1.7192 1.6793 -0.7518  0.04
13 H 0.3055 1.7845 0.4304  0.01
14 H 1.2026 -0.1903 -1.9402  0.00


No. 15
Computed, not measured: C5H8O2 in the gas phase, with wB97M-V/def2-TZVPD.

Output
HOMO-LUMO gap = 10.8 eV
highest occupied orbital energy = -9.891 eV

Each line ends with the natural charge from an NBO analysis.
Geometry (Å):
1 C -0.4275 0.7652 1.4527  -0.64
2 C 0.3576 0.3298 0.2300  0.24
3 O 1.6442 0.9184 0.1562  -0.71
4 C 0.5202 -1.1961 -0.0506  -0.43
5 C -0.1986 -0.9971 -1.3854  0.05
6 O -1.5107 -0.6621 -1.0789  -0.52
7 C -0.3363 0.4451 -1.1572  -0.08
8 H -1.4071 0.2771 1.4685  0.23
9 H 0.1136 0.5084 2.3707  0.22
10 H -0.5870 1.8510 1.4356  0.21
11 H 1.5119 1.8743 0.0857  0.47
12 H 1.5736 -1.4546 -0.1622  0.23
13 H 0.0247 -1.8968 0.6329  0.22
14 H -0.0216 -1.5250 -2.3125  0.19
15 H -1.2569 0.7624 -1.6856  0.30


No. 16
Computed, not measured: C5H8O2 in the gas phase, with wB97M-V/def2-TZVPD.

Output
HOMO-LUMO gap = 9.4 eV
highest occupied orbital energy = -8.656 eV

Each line ends with the natural charge from an NBO analysis.
Geometry (Å):
1 C 1.7708 -0.0021 -0.6076  -0.64
2 C 0.4707 -0.6738 -0.7906  0.08
3 O 0.2056 -1.6543 0.1997  -0.53
4 C -0.8686 -0.9366 0.7510  0.08
5 C -0.5523 0.5464 1.1484  -0.48
6 C -1.0578 0.1917 -0.1523  0.21
7 O -2.0236 0.6586 -1.0277  -0.68
8 H 1.5075 0.8561 0.2936  0.18
9 H 2.5137 -0.5339 -0.0081  0.24
10 H 2.1878 0.4436 -1.5214  0.23
11 H 0.0844 -0.8947 -1.7842  0.20
12 H -1.5841 -1.5751 1.2708  0.21
13 H 0.5964 0.9831 1.0546  0.18
14 H -0.9837 1.0418 2.0198  0.24
15 H -2.1341 1.6091 -0.9184  0.48


No. 17
Computed, not measured: C5H8O2 in the gas phase, with wB97M-V/def2-TZVPD.

Output
HOMO-LUMO gap = 10.7 eV
highest occupied orbital energy = -10.002 eV

Each line ends with the natural charge from an NBO analysis.
Geometry (Å):
1 C 2.5309 -0.0564 0.0941  -0.22
2 C 1.4373 0.4454 0.1562  -0.05
3 C 0.0893 1.0149 0.3544  0.01
4 O -0.3642 0.7105 1.6724  -0.71
5 C -0.9647 0.4548 -0.6093  -0.43
6 C -0.8520 -1.0456 -0.8652  -0.06
7 O -0.9589 -1.8337 0.2979  -0.72
8 H 3.4957 -0.5121 0.0370  0.24
9 H 0.1488 2.1057 0.2202  0.20
10 H 0.3078 1.0226 2.2939  0.48
11 H -1.9370 0.6919 -0.1628  0.23
12 H -0.8914 0.9836 -1.5669  0.22
13 H -1.6674 -1.3552 -1.5277  0.18
14 H 0.0939 -1.2394 -1.3962  0.16
15 H -0.4681 -1.3872 1.0021  0.48


No. 18
Computed, not measured: C5H8O2 in the gas phase, with wB97M-V/def2-TZVPD.

Output
HOMO-LUMO gap = 8.9 eV
highest occupied orbital energy = -8.978 eV

Each line ends with the natural charge from an NBO analysis.
Geometry (Å):
1 C -0.7701 0.1848 1.3865  -0.30
2 O 0.3981 -0.6240 1.3225  -0.53
3 C 0.9136 -0.6679 0.0132  0.36
4 C 1.3739 0.7116 -0.4544  -0.67
5 C -1.5933 0.3948 0.1919  0.11
6 C -1.2032 -0.4497 -0.9422  -0.30
7 O -0.0178 -1.2332 -0.8779  -0.53
8 H -0.5514 1.1555 1.8609  0.23
9 H -1.4867 -0.3030 2.0733  0.27
10 H 1.7519 -1.3673 0.0488  0.19
11 H 1.7892 0.6428 -1.4633  0.23
12 H 2.1317 1.1015 0.2298  0.23
13 H 0.5533 1.4372 -0.4848  0.21
14 H -2.0611 -1.1389 -1.0405  0.27
15 H -1.2280 0.1559 -1.8638  0.23


No. 19
Computed, not measured: C5H8O2 in the gas phase, with wB97M-V/def2-TZVPD.

Output
HOMO-LUMO gap = 10.7 eV
highest occupied orbital energy = -9.737 eV

Each line ends with the natural charge from an NBO analysis.
Geometry (Å):
1 C 1.3536 -0.3163 -0.4835  -0.07
2 O 0.4975 0.2150 -1.5069  -0.54
3 C -0.6744 0.7134 -0.8593  0.34
4 C -0.2184 1.1034 0.5316  -0.44
5 C 0.4488 -0.2696 0.7350  -0.29
6 C -0.7856 -1.1441 0.4102  -0.13
7 O -1.5931 -0.2892 -0.5465  -0.54
8 H 2.2568 0.3026 -0.3717  0.17
9 H 1.6542 -1.3381 -0.7449  0.19
10 H -1.1424 1.4355 -1.5247  0.20
11 H -1.0926 1.2410 1.1753  0.22
12 H 0.4587 1.9527 0.5739  0.22
13 H 0.9480 -0.4057 1.7027  0.23
14 H -0.7707 -1.8251 -0.4300  0.24
15 H -1.3402 -1.3754 1.3388  0.20


No. 20
Computed, not measured: C5H8O2 in the gas phase, with wB97M-V/def2-TZVPD.

Output
HOMO-LUMO gap = 10.4 eV
highest occupied orbital energy = -9.360 eV

Each line ends with the natural charge from an NBO analysis.
Geometry (Å):
1 O -2.0270 -0.4123 -1.7995  -0.71
2 C -0.6948 -0.0228 -1.5473  -0.09
3 C -0.5637 0.5628 -0.1589  0.08
4 O -0.8620 -0.4077 0.8953  -0.53
5 C 0.3440 -0.0198 1.5897  0.08
6 C 1.5043 -0.5177 0.7736  -0.49
7 C 0.7978 0.7869 0.4444  -0.26
8 H -2.2385 -1.0836 -1.1372  0.47
9 H 0.0047 -0.8649 -1.6515  0.17
10 H -0.4340 0.7291 -2.3021  0.18
11 H -1.2143 1.4396 -0.0443  0.19
12 H 0.3275 0.0471 2.6625  0.20
13 H 1.1599 -1.5237 0.6390  0.25
14 H 2.5332 -0.3701 1.0911  0.23
15 H 1.3422 1.7132 0.5634  0.23


The calculation returns the following ΔE to the lowest compared entry with this formula, charge and spin values, one per record and in order: 6.6082; 1.1018; 1.2022; 3.1209; 3.4140; 1.0262; 4.7945; 4.8718; 3.2237; 2.4262; 1.5294; 2.1390; 1.7321; 2.7332; 3.9865; 4.9989; 2.4779; 4.1452; 1.7444; 3.1756 eV.
The calculation returns the following max |F| values, one per record and in order: 0.48; 0.52; 0.60; 2.30; 1.82; 0.52; 0.59; 2.00; 3.44; 2.18; 0.55; 0.66; 9.32; 11.83; 3.03; 3.53; 0.54; 0.40; 2.77; 1.87 eV/A.